C5H11NS2 | the ωB97M-V functional and the def2-TZVPD basis

ORCA input file:
```
! RIJCOSX wB97M-V def2-TZVPD def2/J DEFGRID3
* xyz 0 1
C 0.940 0.220 1.598
C 1.386 -1.765 -0.267
C -0.383 -0.399 1.171
C -1.930 -0.387 -1.265
C 0.661 1.078 -0.916
N -1.489 1.824 0.115
S 1.941 0.178 0.079
S -0.986 0.510 -0.351
H 0.833 1.224 2.067
H 1.572 -0.419 2.362
H 1.363 -1.739 -1.455
H 2.331 -2.333 0.039
H -1.191 -0.193 1.859
H -0.329 -1.573 1.081
H -2.589 0.152 -1.884
H -1.369 -1.193 -1.612
H 0.859 2.204 -0.747
H 0.832 0.634 -1.899
H -2.451 1.976 0.024
*
```

Computed properties:
- HOMO level: -0.27748 Eh
- Electronic energy: -1047.93523 hartree
- HOMO-LUMO gap: 8.093 eV
- LUMO energy: 0.54 eV
- ΔE to the lowest compared entry with this formula, charge and spin: 8.240 eV